Entry 1:
This record from the OMol25 dataset describes C51H60B3F17KN6O4PSi2 as an isolated structure in a non-equilibrium geometry. The level of theory is ωB97M-V/def2-TZVPD.

Geometry as XYZ:
```
145
Properties=species:S:1:pos:R:3:forces:R:3
K -0.10896 -0.40846 0.44672 1.5 -0.2 0.2
C 3.83909 -1.93468 3.36205 -0.1 0.0 0.0
C 2.87388 -1.12987 2.53422 0.3 0.0 0.2
N 1.61744 -1.10388 2.71001 -0.4 0.3 -0.1
O 1.16829 -1.87680 3.74702 -0.2 -0.1 0.3
B -0.25300 -2.27160 3.66516 0.1 0.2 0.2
F -1.11219 -1.12695 3.62908 0.1 0.0 -0.1
F -0.52756 -2.99104 4.83997 0.1 0.1 -0.2
O -0.58381 -3.14050 2.51803 -0.3 -0.3 0.2
N 0.26896 -3.03762 1.47231 0.3 0.1 -0.3
C 0.08342 -3.86685 0.52363 -0.2 -0.3 -0.2
C -1.01560 -4.89799 0.52859 0.0 0.1 0.1
C 1.02246 -3.81959 -0.64083 -0.1 -0.3 -0.3
N 1.88399 -2.88480 -0.64366 -0.2 0.1 0.4
O 2.72343 -2.80980 -1.69192 0.2 0.1 -0.5
B 3.74114 -1.71577 -1.53010 0.0 0.0 -0.1
F 4.80118 -2.20119 -0.72191 -0.2 0.1 -0.1
F 4.21562 -1.41285 -2.81555 -0.2 -0.1 0.2
O 3.18621 -0.44990 -0.97310 0.3 0.2 -0.2
N 2.63845 -0.63419 0.28149 -0.2 0.2 0.2
C 3.42155 -0.52864 1.27989 0.2 0.1 0.0
C 4.84170 -0.03212 1.23643 -0.1 -0.2 0.0
C 0.92491 -4.86594 -1.72738 -0.1 0.1 0.1
H 3.29850 -2.48803 4.12687 0.0 0.1 0.0
H 4.36888 -2.63751 2.71086 0.0 0.1 0.1
H 4.57734 -1.28607 3.84103 0.0 0.0 0.0
H -1.77240 -4.60060 1.25414 0.0 -0.1 -0.1
H -1.47315 -4.99060 -0.45768 0.1 0.0 0.0
H -0.62834 -5.87686 0.82895 0.0 0.0 -0.1
H 4.99395 0.52702 0.31526 0.0 0.0 0.0
H 5.02565 0.60904 2.10433 0.0 0.0 0.0
H 5.55302 -0.86009 1.24834 0.0 0.1 0.0
H 0.87946 -5.87206 -1.30156 -0.1 0.1 0.0
H 0.02989 -4.71301 -2.34364 0.1 -0.1 0.1
H 1.80027 -4.78744 -2.36651 0.0 0.0 0.0
C -4.06458 -3.78513 -1.27644 -0.1 0.1 -0.2
C -4.47689 -3.10273 -2.59208 0.4 0.0 0.2
C -3.36641 -3.12702 -3.62971 0.1 0.2 0.3
C -3.51380 -3.94154 -4.74345 0.1 -0.1 -0.1
C -2.49409 -4.07936 -5.67052 0.0 0.0 0.0
C -1.28340 -3.44188 -5.45655 0.0 -0.1 0.0
C -1.06962 -2.64305 -4.34054 0.0 0.2 0.1
C 0.24870 -1.94818 -4.10390 0.0 -0.2 0.0
C 1.40979 -2.47939 -4.93755 -0.1 0.0 0.1
C -2.14120 -2.43777 -3.45138 -0.1 -0.2 -0.6
N -1.96812 -1.60519 -2.33971 -0.1 -0.2 0.7
C -2.74772 -0.59545 -2.19047 0.0 -0.1 -0.5
C -2.99325 0.04095 -0.94075 -0.2 0.3 0.4
C -3.89243 1.16394 -0.73539 0.0 -0.2 -0.1
C -4.00540 1.29756 0.60317 0.0 0.0 0.0
C -3.14962 0.25983 1.18223 0.0 -0.1 0.1
N -2.56235 -0.47305 0.26334 -0.9 0.1 -0.2
H -4.90891 -3.83748 -0.58472 0.0 0.0 0.0
H -3.26270 -3.23379 -0.78527 0.0 0.0 0.0
H -3.71229 -4.79972 -1.47269 0.0 0.0 0.0
H -4.78955 -2.08123 -2.37822 -0.1 0.0 0.0
H -5.34146 -3.61889 -3.00787 -0.1 0.0 -0.1
H -4.44237 -4.48629 -4.87546 0.0 0.0 0.0
H -2.63331 -4.69905 -6.54756 0.0 0.0 0.0
H -0.48561 -3.57252 -6.17412 0.0 0.0 0.0
H 0.13615 -0.88194 -4.30906 0.0 0.0 0.1
H 0.49246 -2.02325 -3.04007 0.1 0.0 0.0
H 2.33096 -1.98730 -4.63386 0.1 0.0 0.1
H 1.25442 -2.29633 -6.00665 0.0 0.0 0.1
H 1.53910 -3.55506 -4.78472 0.0 0.1 0.0
H -3.33870 -0.21786 -3.03003 -0.1 0.0 0.0
H -4.36036 1.75597 -1.50866 0.1 0.0 0.1
H -4.58924 2.02406 1.14934 0.1 0.0 0.0
H -2.97770 0.06785 2.24024 0.0 0.0 -0.2
F -4.31051 4.76207 7.50842 -0.2 -0.1 -0.2
C -4.62533 3.96039 6.45800 0.0 0.0 0.0
F -5.38265 2.95259 6.96482 0.1 0.3 0.0
F -5.42268 4.67700 5.63662 0.1 -0.1 0.3
C -3.40865 3.44514 5.76982 0.1 -0.1 -0.1
C -2.42182 2.82910 6.52572 0.0 0.0 0.0
C -1.29661 2.30826 5.90482 0.0 0.0 0.0
C -1.13909 2.39411 4.52387 -0.2 0.1 -0.1
C -2.14397 3.02311 3.77861 0.1 -0.1 -0.2
C -3.26669 3.54956 4.39379 0.0 0.0 0.0
P 0.23874 1.69251 3.50928 0.3 0.6 0.3
C 0.90868 3.27011 2.80815 -0.1 0.0 -0.1
C 0.82162 4.51254 3.43745 0.0 0.0 0.0
C 1.36921 5.63790 2.84896 0.0 -0.1 0.0
C 2.00830 5.52922 1.61831 0.0 0.0 0.1
C 2.11874 4.30541 0.98745 0.0 0.0 -0.1
C 1.57172 3.18195 1.58938 -0.1 -0.2 0.0
C 2.60906 6.75795 1.02126 0.0 0.1 0.0
F 3.64568 7.21692 1.78832 -0.2 0.0 -0.3
F 1.72074 7.77701 0.94745 0.3 -0.1 0.0
F 3.09728 6.55576 -0.21405 0.0 0.2 0.2
C 1.53884 1.45500 4.80544 0.0 -0.2 0.0
C 2.79018 2.06944 4.72992 -0.1 0.0 0.0
C 3.78484 1.79137 5.65710 0.0 0.0 0.0
C 3.53782 0.88791 6.67773 0.0 0.1 -0.1
C 2.30429 0.25975 6.76935 -0.1 -0.1 0.0
C 1.31894 0.53707 5.83867 0.0 -0.2 -0.1
C 4.59931 0.53566 7.66415 0.1 0.0 0.1
F 5.05311 -0.72981 7.49358 0.0 0.3 0.1
F 5.67374 1.35584 7.58169 -0.2 -0.3 0.1
F 4.14357 0.60687 8.94351 0.2 0.0 -0.2
H -2.52767 2.76822 7.60252 0.0 0.0 0.0
H -0.53666 1.84435 6.51627 0.0 0.0 0.0
H -2.02599 3.12107 2.69913 -0.1 0.0 0.2
H -4.02861 4.04734 3.80551 0.1 -0.1 0.0
H 0.31691 4.60581 4.39242 0.0 0.0 0.0
H 1.30285 6.60260 3.33888 0.0 0.0 0.0
H 2.59905 4.23031 0.02087 0.0 0.0 0.2
H 1.64098 2.22233 1.08578 0.0 0.1 0.0
H 2.99582 2.78026 3.94004 0.0 0.0 0.0
H 4.74666 2.28336 5.58780 0.0 0.0 0.0
H 2.11970 -0.46167 7.55702 0.0 0.0 -0.1
H 0.37755 0.00435 5.89749 0.1 -0.1 -0.1
C 3.03831 3.15640 -2.50543 -0.1 -0.3 0.3
Si 1.93008 3.10818 -4.00040 -0.2 0.4 -0.3
C 2.97639 2.80648 -5.54023 0.1 0.0 -0.1
C 1.14469 4.82685 -4.08291 -0.1 0.0 0.0
C 0.52263 1.88727 -3.98671 -0.1 -0.2 0.6
Si -0.91882 1.96388 -5.14094 -0.1 0.2 -0.3
C -0.48515 2.91835 -6.71366 0.2 0.1 0.0
C -1.56669 0.31630 -5.78384 0.0 -0.1 0.2
C -2.30051 2.87247 -4.25075 0.0 0.0 0.1
H 3.65153 4.06498 -2.52709 -0.1 -0.1 0.0
H 3.69491 2.28898 -2.45707 0.1 -0.1 0.1
H 2.43559 3.16133 -1.58965 0.0 0.0 -0.2
H 3.79104 3.53722 -5.61278 -0.1 -0.1 0.0
H 2.37858 2.87031 -6.45715 0.1 0.0 0.1
H 3.42863 1.80847 -5.49034 -0.1 0.1 0.0
H 1.91807 5.60324 -4.03268 -0.1 -0.1 0.0
H 0.48096 4.95788 -3.21654 0.1 0.0 -0.1
H 0.55349 4.99048 -4.99140 0.1 0.0 0.2
H 0.32665 1.37741 -3.02430 0.2 0.1 -0.5
H 0.21328 2.35024 -7.34048 -0.1 0.1 0.1
H -0.01942 3.88312 -6.48471 -0.1 -0.2 -0.2
H -1.38632 3.11130 -7.30642 0.0 0.0 0.1
H -0.79015 -0.24147 -6.31950 -0.1 0.1 0.0
H -2.39561 0.49360 -6.47820 0.1 0.0 0.0
H -1.93231 -0.33656 -4.98574 0.0 0.1 -0.2
H -1.94163 3.84121 -3.88645 -0.1 -0.1 0.0
H -2.62665 2.32318 -3.36011 0.0 0.1 -0.1
H -3.16640 3.04247 -4.90115 0.1 0.0 0.0
F -2.37142 3.75645 -1.19814 0.4 0.0 0.2
B -1.14700 3.76256 -0.48336 0.0 0.0 -0.2
F -1.43298 3.73442 0.91275 0.2 0.0 -0.6
F -0.39094 4.91380 -0.81472 -0.3 -0.5 0.2
F -0.39466 2.59033 -0.84048 -0.3 0.3 0.3
```
Positions in Å, forces in eV/Å.

Summary:
Charge: -2
Spin multiplicity: 1
LUMO level (spin up / spin down) (hartree): 0.1267 / 0.0489
Orbital gap (spin up / spin down) (eV): 6.8 / 4.7



Entry 2:
This record from the OMol25 dataset describes a single C2H5BrSe molecule in a non-equilibrium geometry. The level of theory is ωB97M-V/def2-TZVPD.

Geometry as XYZ:
```
9
Properties=species:S:1:pos:R:3:forces:R:3
C 1.53498 0.62917 -1.40774 -1.5 2.9 0.4
C -1.01410 -0.29863 1.04065 -1.2 -3.1 -0.6
Se 0.57798 0.30328 0.26994 1.6 2.8 -1.2
Br -2.50725 -1.36438 0.07122 1.4 1.0 0.6
H 0.85509 0.41673 -2.23772 0.1 -0.5 -0.3
H 1.41153 1.79939 -1.33797 0.6 -1.7 -0.4
H -0.48522 -1.03261 1.68499 -1.3 0.5 0.1
H -1.51533 0.47441 1.52574 -0.8 1.0 0.9
H 1.14231 -0.92736 0.39089 1.0 -2.8 0.5
```
Positions in Å, forces in eV/Å.

Summary:
Energy above the lowest of the compared OMol25 structures with the same formula, charge and spin (kJ/mol): 406.56
Spin multiplicity: 1
LUMO level (spin up / spin down) (hartree): 0.0039 / 0.0039
Orbital gap (spin up / spin down) (eV): 8.8 / 8.8



Entry 3:
This record from the OMol25 dataset describes a single C10H18N2O3 molecule in a non-equilibrium geometry. The level of theory is ωB97M-V/def2-TZVPD.

Geometry as XYZ:
```
33
Properties=species:S:1:pos:R:3:forces:R:3
C -1.36393 1.75179 2.55610 0.2 -0.3 -0.1
C -1.87769 1.27854 1.23111 -0.4 -0.8 -0.1
O -2.44427 0.19588 1.14027 -0.1 0.7 -0.1
N -1.75372 2.14990 0.15814 0.2 -0.2 0.5
C -0.38762 2.43456 -0.28611 -0.1 0.7 -0.6
C 0.02725 1.74020 -1.59668 0.0 -0.4 0.5
C -0.63377 0.38837 -1.88364 0.0 -0.2 -0.5
C 0.35977 -0.75794 -1.92020 0.2 0.0 0.1
C 0.97870 -0.99963 -0.55300 -0.2 -0.5 -0.1
C 2.45207 -1.38668 -0.60778 1.3 0.9 -1.6
O 3.29122 -0.96856 -1.40127 -1.6 -0.7 2.0
O 2.69492 -2.32317 0.33886 0.4 -0.2 -0.8
C 1.49765 -3.12910 0.45179 -0.2 1.2 0.7
C 0.36500 -2.09065 0.34989 0.4 0.2 0.9
N 0.11174 -1.61678 1.72046 -0.2 -0.5 -0.2
H -1.24027 0.89930 3.20375 0.1 -0.3 0.2
H -2.13497 2.37684 2.98540 -0.1 0.4 0.1
H -0.42976 2.29199 2.49269 0.1 0.3 0.0
H -2.37441 1.88077 -0.58702 0.0 -0.2 -0.2
H -0.29220 3.50428 -0.43656 0.1 0.3 0.0
H 0.32418 2.18960 0.48878 0.0 -0.2 0.4
H 1.09517 1.56733 -1.51933 0.3 0.1 -0.1
H -0.09603 2.41440 -2.43068 -0.2 0.2 -0.2
H -1.10668 0.42689 -2.85824 -0.2 0.1 -0.2
H -1.41576 0.13209 -1.17915 -0.2 0.1 0.2
H -0.12736 -1.65738 -2.27691 -0.1 -0.3 -0.1
H 1.15340 -0.54128 -2.62599 0.2 0.1 -0.2
H 0.87374 -0.09158 0.02937 0.4 0.4 0.0
H 1.48914 -3.47550 1.46878 0.0 -0.7 0.2
H 1.49867 -3.90829 -0.29512 0.0 -0.2 -0.2
H -0.56989 -2.51696 0.01999 -0.2 -0.1 -0.5
H 0.82916 -0.97989 2.02844 0.1 0.1 0.1
H -0.79346 -1.17936 1.79383 -0.1 0.2 0.0
```
Positions in Å, forces in eV/Å.

Summary:
Energy above the lowest of the compared OMol25 structures with the same formula, charge and spin (kJ/mol): 105.24
Spin multiplicity: 1
LUMO level (hartree): 0.0270
SMILES: CC(=O)NCCCC[C@@H]1C(=O)OC[C@H]1N
Orbital gap (eV): 10.1



Entry 4:
This record from the OMol25 dataset describes a 3-piece molecular cluster, C4H12N2O overall in a non-equilibrium geometry. The level of theory is ωB97M-V/def2-TZVPD.

Geometry as XYZ:
```
19
Properties=species:S:1:pos:R:3:forces:R:3
C -0.31236 -1.17220 -0.94032 -0.3 -0.1 -0.4
C 0.09857 0.29722 -0.75249 0.8 0.1 0.1
C 1.45887 0.38615 -0.09857 -0.7 0.1 -0.6
C 1.77192 1.57609 0.56787 -0.5 0.0 1.2
N 2.28560 -0.60213 -0.24293 0.4 -0.3 -0.1
N -1.72045 -1.35067 -1.03820 0.0 0.6 0.4
H 0.09176 -1.72914 -0.07560 0.1 0.1 0.1
H 0.17497 -1.58000 -1.82286 0.2 -0.1 0.0
H 0.19667 0.76141 -1.73961 -0.2 0.1 0.0
H -0.62274 0.84876 -0.14842 -0.2 -0.1 -0.1
H 2.69019 1.70275 1.12609 0.3 0.0 -0.3
H 1.03523 2.36852 0.69048 0.1 -0.1 -0.3
H 3.18307 -0.43672 0.21868 -0.1 0.1 0.1
H -0.02914 0.50170 2.00079 0.0 -0.2 0.2
H -2.09005 -1.48803 -1.95863 0.0 -0.1 -0.3
H -0.33762 -0.11027 2.32618 0.0 0.3 -0.2
H -2.21973 -0.63126 -0.46920 -0.2 -0.5 0.3
H -3.24735 0.30183 1.42255 0.4 0.0 -0.2
O -2.40743 0.35599 0.93417 -0.2 0.1 0.1
```
Positions in Å, forces in eV/Å.

Summary:
Energy above the lowest of the compared OMol25 structures with the same formula, charge and spin (kJ/mol): 818.80
Spin multiplicity: 1
LUMO level (hartree): -0.1502
Orbital gap (eV): 3.6



Number 1: energy -5902.1422 Eh. Number 2: energy -5054.4654 Eh. Number 3: energy -727.0779 Eh. Number 4: energy -344.0732 Eh.